41
Properties=species:S:1:pos:R:3 method="wB97M-V/def2-TZVPD" charge=+1 largest_force_ev_per_a=3.8 e_tot_ev=-234481.0632
C -0.89 -0.16 -4.08
C -0.90 0.45 -2.61
Br -0.78 2.42 -2.84
C 0.31 -0.14 -1.78
C 0.09 -1.70 -1.70
C 1.27 -2.58 -1.83
C 1.01 -4.03 -1.80
N -0.26 -4.54 -1.66
C -1.38 -3.73 -1.51
C -1.25 -2.28 -1.53
H 0.08 0.00 -4.61
H -1.68 0.41 -4.65
H -1.18 -1.25 -4.10
H -1.91 0.25 -2.17
H 1.26 0.03 -2.36
H 0.43 0.32 -0.76
H 2.31 -2.23 -1.96
H 1.88 -4.71 -1.88
H -0.43 -5.55 -1.66
H -2.41 -4.15 -1.37
H -2.18 -1.67 -1.43
C -0.31 0.66 2.71
Cl -1.50 1.87 2.22
Cl 0.21 -0.31 1.32
Cl 1.08 1.44 3.48
H -0.77 -0.01 3.44
C 4.25 3.52 4.14
Cl 5.77 2.84 4.71
Cl 2.93 3.13 5.24
Cl 4.40 5.27 3.94
H 4.03 3.09 3.17
C -4.01 4.49 -2.53
Cl -3.60 5.78 -3.67
Cl -3.96 5.10 -0.87
Cl -5.61 3.82 -2.90
H -3.28 3.70 -2.62
C 1.46 -1.81 5.28
Cl 2.38 -3.18 4.65
Cl -0.19 -1.82 4.63
Cl 1.44 -1.83 7.04
H 1.95 -0.89 4.95